Record 1
The following is a quantum chemistry calculation of a molecular structure, C48H70Cl5Ge2N4O3P2Pb, from the OMol25 dataset.

Last column: Mulliken charge in e.
Geometry (Å):
Pb1 -0.0158 -0.3571 -0.1286  1.4037
C1 5.1512 -2.7806 1.5516  -1.2208
N1 5.0613 -1.5129 0.8349  0.3789
C2 6.2714 -1.0398 0.1693  -1.0339
C3 3.9026 -0.8134 0.8537  0.5475
O1 2.8908 -1.2142 1.4160  -0.5987
C4 3.9184 0.4939 0.0549  -1.3365
O2 2.8096 1.3349 0.2633  0.0826
C5 2.9181 2.1987 1.3755  -1.4782
C6 2.1382 1.6633 2.5792  0.3929
O3 1.1106 1.0250 2.3894  0.5654
N2 2.6469 1.8992 3.8134  0.3221
C7 2.0259 1.2816 4.9784  -0.9739
C8 3.6460 2.9124 4.1330  -0.9784
H1 5.8946 -2.7156 2.3485  0.3768
H2 4.1833 -3.0065 1.9876  0.2891
H3 5.4343 -3.5821 0.8663  0.4310
H4 6.6980 -0.1642 0.6631  0.3026
H5 7.0121 -1.8335 0.2008  0.3806
H6 6.0866 -0.7974 -0.8789  0.3540
H7 4.8471 1.0381 0.2509  0.6157
H8 3.9088 0.2409 -1.0085  0.3950
H9 3.9715 2.3602 1.6036  0.4178
H10 2.4734 3.1561 1.0925  0.3327
H11 1.1379 0.7403 4.6704  0.1337
H12 2.7324 0.5921 5.4447  0.3005
H13 1.7463 2.0410 5.7093  0.4075
H14 4.3205 3.1085 3.3049  0.3461
H15 3.1649 3.8544 4.4073  0.2598
H16 4.2380 2.5726 4.9817  0.3628
C9 -1.4770 0.2744 -4.6334  -1.5403
C10 -2.0962 -0.6390 -3.5663  0.1089
Ge1 -2.2589 0.1461 -1.7162  0.6251
C11 -4.0648 -0.5254 -1.1572  -0.4515
C12 -5.2141 0.0741 -1.9683  -1.4790
C13 -2.6879 1.9831 -2.3104  -1.0614
C14 -2.6283 3.2723 -1.9539  0.9934
Ge2 -1.6610 4.2151 -0.4710  0.0886
C15 -3.0355 5.6256 -0.0567  -0.5846
C16 -2.7986 6.8007 0.8863  -1.2413
C17 0.1921 3.9724 -1.1916  0.3199
C18 0.5819 4.5850 -2.5349  -1.6050
C19 -3.1736 4.2705 -2.9493  0.5532
C20 -2.5625 5.5035 -3.2017  -0.0181
C21 -3.0152 6.3510 -4.2022  -1.2378
C22 -4.1114 6.0013 -4.9737  -0.6168
C23 -4.7651 4.8064 -4.7109  -0.8664
C24 -4.3070 3.9612 -3.7126  -0.2288
H17 -1.1954 -0.2943 -5.5240  0.4363
H18 -0.5795 0.7813 -4.2648  0.2819
H19 -2.1725 1.0483 -4.9585  0.3842
H20 -1.4873 -1.5405 -3.4862  -0.5678
H21 -3.0849 -0.9756 -3.8901  0.5082
H22 -4.2237 -0.3274 -0.0920  0.2142
H23 -4.0517 -1.6151 -1.2788  0.3409
H24 -5.2553 1.1585 -1.8477  0.2253
H25 -6.1754 -0.3339 -1.6485  0.5078
H26 -5.1041 -0.1388 -3.0352  0.2813
H27 -3.1261 1.8384 -3.2967  0.3280
H28 -3.8216 4.9768 0.3500  0.3799
H29 -3.4091 5.9989 -1.0057  0.6910
H30 -2.4639 6.4882 1.8760  0.2196
H31 -3.7332 7.3498 1.0248  0.3954
H32 -2.0675 7.4988 0.4797  0.3212
H33 0.2242 2.8779 -1.2722  -0.1195
H34 0.9211 4.2574 -0.4378  0.1969
H35 -0.1299 4.3311 -3.3212  0.3753
H36 1.5619 4.2115 -2.8429  0.3876
H37 0.6500 5.6738 -2.4767  0.3949
H38 -1.7069 5.8193 -2.6196  0.3937
H39 -2.5070 7.2923 -4.3744  0.4083
H40 -4.4592 6.6568 -5.7616  0.3930
H41 -5.6457 4.5310 -5.2785  0.4417
H42 -4.8568 3.0515 -3.5052  0.3508
C25 -0.9561 -3.7802 -2.1451  -1.5520
P1 0.4158 -2.7395 -1.4986  0.3912
C26 0.9394 -3.9090 -0.1769  0.4363
N3 1.6565 -4.9486 -0.5226  -0.1096
C27 2.0292 -5.8234 0.4401  0.2214
C28 2.7874 -6.9679 0.1027  -0.7395
C29 3.1684 -7.8336 1.0857  -0.5567
C30 2.8255 -7.5933 2.4388  -0.6089
C31 2.0937 -6.4968 2.7904  -0.5741
C32 1.6687 -5.5943 1.7884  0.2599
N4 0.8894 -4.5366 2.1168  0.0532
C33 0.4985 -3.7210 1.1679  -0.9792
P2 -0.6526 -2.3537 1.6740  1.0094
C34 0.1578 -1.8523 3.2230  -1.2742
C35 -2.2401 -3.2332 2.2021  1.7782
C36 -3.2024 -2.1356 2.6611  -1.6554
C37 -2.8158 -3.9338 0.9702  -1.3769
C38 -2.0513 -4.2392 3.3367  -1.7797
C39 1.7533 -2.7345 -2.8202  2.4975
C40 3.1424 -2.8080 -2.1756  -2.6680
C41 1.5776 -3.8577 -3.8388  -1.9322
C42 1.6099 -1.3706 -3.5125  -1.7674
H43 -0.6168 -4.8124 -2.2278  0.5117
H44 -1.2958 -3.4269 -3.1161  0.5588
H45 -1.7903 -3.7196 -1.4484  0.0854
H46 3.0396 -7.1330 -0.9373  0.4857
H47 3.7387 -8.7187 0.8352  0.4261
H48 3.1483 -8.2954 3.1967  0.4241
H49 1.8152 -6.2989 3.8178  0.4888
H50 0.3730 -2.7365 3.8184  0.6764
H51 -0.4851 -1.1578 3.7649  0.3439
H52 1.0808 -1.3432 2.9519  -0.0557
H53 -3.3981 -1.4133 1.8647  0.1485
H54 -2.8133 -1.6013 3.5275  0.3967
H55 -4.1546 -2.5884 2.9491  0.5388
H56 -2.9971 -3.2179 0.1628  -0.2466
H57 -3.7719 -4.3943 1.2289  0.6288
H58 -2.1513 -4.7244 0.6104  0.3517
H59 -1.6732 -3.7667 4.2441  0.3373
H60 -1.3856 -5.0521 3.0668  0.3216
H61 -3.0312 -4.6668 3.5705  0.5323
H62 3.3588 -3.8077 -1.8143  0.3994
H63 3.2281 -2.1110 -1.3372  0.5345
H64 3.8915 -2.5402 -2.9268  0.6213
H65 1.6136 -4.8383 -3.3639  0.2643
H66 2.3959 -3.8004 -4.5618  0.4952
H67 0.6426 -3.7623 -4.3926  0.3599
H68 1.7918 -0.5498 -2.8107  0.1369
H69 0.6163 -1.2392 -3.9430  0.3223
H70 2.3380 -1.2934 -4.3244  0.6307
Cl1 0.3938 5.9053 1.4152  -0.0904
C43 -0.5465 4.6894 2.2176  0.6343
C44 -1.3339 3.7850 1.4916  -1.3727
C45 -2.0440 2.8508 2.2306  0.5416
Cl2 -3.0238 1.7158 1.3712  -0.0282
C46 -2.0266 2.8211 3.6197  0.1443
Cl3 -2.9712 1.6803 4.4914  -0.1715
C47 -1.2585 3.7470 4.3178  0.1992
Cl4 -1.2613 3.7634 6.0351  -0.1629
C48 -0.5023 4.6792 3.6127  -0.0304
Cl5 0.4285 5.8455 4.4676  -0.1620

Calculated values
M, Da: 1342.75
Net charge: +1
Electronic energy, eV: -262479.27405
LUMO, eV: -2.9882
Strongest force on any atom, eV Å⁻¹: 0.898
Frontier orbital gap, eV: 6.43
Highest occupied orbital energy, eV: -9.42
Energy above the lowest of the compared OMol25 structures with the same formula, charge and spin, kcal/mol: 0.00

***

Record 2
The following is a quantum chemistry calculation of 12 unconnected molecules or ions with the total composition C48H72O36 in a non-equilibrium geometry, from the OMol25 dataset.

Last column: Mulliken charge in e.
Geometry (Å):
C1 -0.4421 4.7725 -3.5407  -1.3564
C2 -1.3629 4.9488 -2.3653  0.8062
C3 -1.2185 3.8650 -1.3109  1.2602
O1 -1.4681 4.5639 -0.0797  -0.3616
C4 -1.3255 5.8867 -0.2996  0.4507
O2 -1.3732 6.7169 0.5505  -0.5874
O3 -1.0494 6.1318 -1.5991  -0.3927
H1 0.5913 4.6935 -3.2166  0.2204
H2 -0.5723 5.5728 -4.2726  0.4347
H3 -0.7561 3.8919 -4.1080  0.3024
H4 -2.4036 5.0143 -2.6941  0.2208
H5 -0.2208 3.4214 -1.2620  -0.1057
H6 -1.9143 3.0365 -1.4226  -0.9123
C5 5.5866 1.8468 0.0571  -1.3588
C6 5.4166 0.3459 -0.0412  0.6741
C7 3.9658 -0.1054 -0.2036  0.5725
O4 3.8659 -0.3961 -1.6121  0.1419
C8 5.1032 -0.4572 -2.1528  0.3105
O5 5.3265 -0.7652 -3.2801  -0.5496
O6 6.0425 -0.1175 -1.2570  -0.4343
H7 5.0567 2.3853 -0.7297  0.2617
H8 6.6452 2.1024 0.0383  0.4794
H9 5.1717 2.1743 1.0146  0.1946
H10 5.9000 -0.1345 0.8046  0.1407
H11 3.2726 0.7105 -0.0129  -0.5745
H12 3.7228 -0.9829 0.3907  0.0300
C9 -3.8524 -4.5730 2.8624  -0.9460
C10 -3.6798 -5.3729 1.6026  0.3868
C11 -4.9269 -5.3890 0.6989  -0.4997
O7 -4.5342 -4.6648 -0.4680  -0.3445
C12 -3.2455 -4.3049 -0.3741  0.0477
O8 -2.6740 -3.6103 -1.1560  -0.1717
O9 -2.6861 -4.7387 0.7716  -0.1912
H13 -2.9954 -4.6533 3.5318  0.1241
H14 -4.7299 -4.8748 3.4369  0.4247
H15 -4.0017 -3.5202 2.6161  0.0700
H16 -3.3745 -6.3967 1.8167  0.2961
H17 -5.7587 -4.8683 1.1716  0.2933
H18 -5.2256 -6.4005 0.4334  0.3351
C13 2.2419 6.6649 -1.4521  -1.2000
C14 2.8222 6.0785 -0.1889  0.3335
C15 2.1412 6.5041 1.1142  -0.3537
O10 2.3275 5.3412 1.9369  -0.3495
C16 2.4697 4.2674 1.1368  0.4205
O11 2.4559 3.1375 1.5102  -0.2712
O12 2.5795 4.6515 -0.1528  -0.3666
H19 1.1787 6.8728 -1.3335  0.1569
H20 2.3015 5.9658 -2.2840  0.2437
H21 2.7234 7.6092 -1.7017  0.4597
H22 3.8979 6.2464 -0.0982  0.4059
H23 1.0770 6.7256 1.0216  0.1495
H24 2.6328 7.3620 1.5684  0.3174
C17 -4.1286 -2.6425 -4.9175  -1.5729
C18 -2.6318 -2.5472 -4.8341  2.2441
C19 -1.9443 -3.8402 -4.3397  -0.0572
O13 -0.8306 -3.9640 -5.2539  -0.3384
C20 -0.9279 -3.0865 -6.2572  0.4710
O14 -0.1371 -2.9477 -7.1360  -0.5658
O15 -2.0599 -2.3505 -6.1298  -0.4655
H25 -4.5446 -2.7948 -3.9221  0.2652
H26 -4.4125 -3.4030 -5.6430  0.4431
H27 -4.5459 -1.7017 -5.2901  0.2685
H28 -2.2890 -1.7554 -4.1669  -1.0335
H29 -2.4746 -4.7850 -4.4366  0.3337
H30 -1.5300 -3.6665 -3.3514  0.0155
C21 -3.6459 0.9919 1.0494  -1.2707
C22 -4.9949 0.2993 0.9821  0.7080
C23 -4.9717 -1.1324 0.4194  0.8087
O16 -5.6097 -1.8877 1.4483  -0.3646
C24 -5.8447 -1.1365 2.5493  0.4812
O17 -6.3003 -1.5745 3.5523  -0.5441
O18 -5.4649 0.1356 2.3384  -0.4508
H31 -3.2446 1.2248 0.0607  0.1498
H32 -2.9172 0.2559 1.4298  0.1112
H33 -3.6033 1.8085 1.7630  0.5424
H34 -5.7024 0.9612 0.4796  0.2160
H35 -3.9398 -1.4817 0.3365  -0.5945
H36 -5.4829 -1.1822 -0.5374  0.2181
C25 0.9337 1.5458 4.1479  -0.5989
C26 2.2325 2.0127 4.7755  0.6887
C27 2.1021 3.2147 5.7085  -0.4116
O19 2.9254 2.8886 6.8374  -0.3616
C28 3.2246 1.5733 6.7888  0.5438
O20 3.9064 1.0047 7.5781  -0.5706
O21 2.6700 0.9952 5.7063  -0.2520
H37 0.8064 1.8512 3.1124  -0.1365
H38 0.0857 1.9249 4.7228  0.5023
H39 0.8898 0.4581 4.1914  -0.1062
H40 2.9980 2.1486 4.0095  0.1027
H41 1.0684 3.2881 6.0603  0.3237
H42 2.3440 4.1828 5.2789  0.2784
C29 0.2729 -3.5322 2.1402  -1.3621
C30 0.9298 -3.3033 3.4809  1.7145
C31 0.1915 -3.9494 4.6586  -0.3812
O22 1.2411 -4.3894 5.5098  -0.3775
C32 2.3552 -4.5678 4.7519  0.5899
O23 3.3280 -5.1441 5.1095  -0.5625
O24 2.1711 -4.0457 3.5254  -0.4303
H43 -0.5353 -2.8133 1.9706  0.0327
H44 -0.1495 -4.5333 2.1116  0.5951
H45 0.9661 -3.3459 1.3193  0.3172
H46 1.1597 -2.2575 3.6868  -0.7940
H47 -0.3965 -4.8306 4.3882  0.2924
H48 -0.4816 -3.2208 5.1106  0.3781
C33 1.9806 0.4084 -4.7138  -1.3190
C34 1.5413 -1.0138 -4.9492  0.6559
C35 2.6082 -2.0555 -5.2949  -0.6803
O25 2.4151 -3.0958 -4.3495  -0.4258
C36 1.4840 -2.7645 -3.4617  0.2905
O26 1.1335 -3.4315 -2.5341  -0.5980
O27 0.9649 -1.5380 -3.7275  0.3871
H49 2.6645 0.5080 -3.8762  0.0617
H50 1.1080 1.0264 -4.4882  0.2126
H51 2.4499 0.7992 -5.6187  0.4654
H52 0.7691 -1.0173 -5.7219  0.1483
H53 3.6053 -1.6175 -5.2577  0.3263
H54 2.5132 -2.4425 -6.3090  0.3094
C37 6.1907 -2.6427 5.6246  -1.5080
C38 5.5135 -1.3405 5.2777  0.6121
C39 6.2416 -0.4939 4.2147  -0.6656
O28 5.1839 -0.1363 3.3008  -0.2392
C40 4.0799 -0.8554 3.5535  -0.1183
O29 3.0486 -0.7724 2.9583  0.4828
O30 4.2699 -1.6627 4.6073  -0.2733
H55 6.9389 -2.4716 6.4052  0.4396
H56 6.6837 -3.1366 4.7904  0.3658
H57 5.4652 -3.3290 6.0612  0.2942
H58 5.2481 -0.7093 6.1256  0.1153
H59 7.0176 -1.0364 3.6799  0.3112
H60 6.5997 0.4462 4.6248  0.3278
C41 0.5276 0.1724 0.6903  -0.6530
C42 0.3638 -0.3270 -0.7190  2.1787
C43 -0.7452 -1.3760 -0.8641  -0.5567
O31 -1.5397 -0.9084 -1.9580  1.3672
C44 -1.1852 0.3394 -2.2763  -0.2501
O32 -1.7536 1.0310 -3.0728  -0.6402
O33 -0.1971 0.7683 -1.4861  0.0319
H61 -0.4548 0.4802 1.0559  0.1928
H62 1.1973 1.0242 0.8151  -0.2989
H63 0.9128 -0.5946 1.3675  -0.2559
H64 1.2288 -0.7132 -1.2563  -0.8046
H65 -1.3850 -1.4938 0.0136  -0.1151
H66 -0.3460 -2.3591 -1.0965  0.3055
C45 -4.3273 2.6872 -4.1859  -1.5439
C46 -5.0811 1.3964 -3.9923  0.9452
C47 -4.8549 0.7259 -2.6294  1.1916
O34 -6.1510 0.6293 -2.0392  -0.4550
C48 -7.0792 1.1574 -2.8672  0.4373
O35 -8.2431 1.2070 -2.6534  -0.5585
O36 -6.4982 1.6480 -3.9880  -0.4228
H67 -4.7114 3.4283 -3.4757  0.3868
H68 -4.4356 3.1067 -5.1829  0.4697
H69 -3.2806 2.5486 -3.9173  0.2206
H70 -4.8595 0.6786 -4.7821  0.1086
H71 -4.1812 1.2533 -1.9528  -0.5642
H72 -4.4253 -0.2701 -2.7589  -0.3672

Calculated values
M, Da: 1225.07
Electronic energy, eV: -124659.48806
LUMO, eV: 0.1715
Strongest force on any atom, eV Å⁻¹: 1.672
Structure (SMILES): C[C@H]1COC(=O)O1.C[C@H]1COC(=O)O1.C[C@H]1COC(=O)O1.C[C@H]1COC(=O)O1.C[C@H]1COC(=O)O1.C[C@H]1COC(=O)O1.C[C@H]1COC(=O)O1.C[C@H]1COC(=O)O1.C[C@H]1COC(=O)O1.C[C@H]1COC(=O)O1.C[C@H]1COC(=O)O1.C[C@H]1COC(=O)O1
Frontier orbital gap, eV: 11.10
Highest occupied orbital energy, eV: -10.93
Energy above the lowest of the compared OMol25 structures with the same formula, charge and spin, kcal/mol: 0.00